1.
The following is a DFT calculation (ωB97M-V with the def2-TZVPD basis set) of an isolated molecule of C7H8.

Last column: natural (NBO) charge in e.
Geometry (Å):
C 2.950 0.661 -0.125  -0.257
C 1.787 0.830 -0.393  0.013
C 0.365 1.016 -0.733  -0.485
C -0.466 -0.111 -0.185  -0.136
C -0.155 -1.540 -0.501  -0.608
C -1.462 0.083 0.612  0.128
C -2.250 0.196 1.633  -0.567
H 3.984 0.516 0.107  0.240
H 0.251 1.055 -1.819  0.235
H 0.019 1.973 -0.324  0.242
H 0.130 -1.607 -1.555  0.214
H 0.660 -1.908 0.121  0.220
H -1.042 -2.163 -0.337  0.223
H -1.436 0.899 2.031  0.296
H -3.334 0.101 1.467  0.243

Computed properties:
SMILES string: C#CCC(C)=C=C
LUMO energy, eV: 0.88
Frontier orbital gap, eV: 9.31
Total charge: 0

2.
The following is a DFT calculation (ωB97M-V with the def2-TZVPD basis set) of a structure of composition H11N5Si2.

Last column: natural (NBO) charge in e.
Geometry (Å):
N 1.887 -0.858 -1.927  -1.108
N 1.969 -1.104 1.463  -1.297
N -2.279 -0.941 0.748  -1.283
N -1.577 -0.048 -1.546  -1.270
N -1.339 1.755 0.758  -1.276
Si 1.188 -0.016 0.242  1.053
Si -1.078 0.199 0.098  1.596
H 1.346 -0.298 -2.492  0.310
H 1.248 -1.713 -1.918  0.320
H 1.705 -2.069 1.789  0.409
H 2.739 -0.795 2.048  0.399
H -1.916 -1.914 0.642  0.377
H -2.612 -0.802 1.748  0.391
H -1.831 -0.966 -1.822  0.392
H -0.984 0.299 -2.272  0.377
H -0.945 1.924 1.617  0.382
H -2.267 2.114 0.832  0.395
H 1.819 1.285 0.150  -0.168

Computed properties:
LUMO energy, eV: 0.43
Frontier orbital gap, eV: 8.87
Total charge: 0

3.
The following is a DFT calculation (ωB97M-V with the def2-TZVPD basis set) of a cluster of 12 separate species, C32H70O34S9 in total.

Last column: Mulliken charge in e.
Geometry (Å):
O 14.849 5.345 0.129  -0.216
S 15.771 4.365 0.663  0.888
O 15.716 3.026 0.144  -0.801
C 17.463 5.023 0.657  0.063
C 17.807 5.477 2.050  0.583
C 17.088 4.497 2.986  -1.003
C 15.693 4.280 2.459  0.289
H 17.499 5.699 -0.190  -0.489
H 18.044 4.130 0.406  0.408
H 18.867 5.402 2.299  0.479
H 17.534 6.517 2.231  -0.738
H 17.097 4.820 4.026  0.415
H 17.591 3.524 3.002  0.380
H 14.953 4.999 2.823  -0.607
H 15.178 3.359 2.741  0.520
O 15.572 9.674 -3.123  -0.563
S 16.565 10.621 -3.538  1.360
O 17.956 10.447 -3.177  -0.761
C 16.420 10.998 -5.313  -0.972
C 15.707 12.321 -5.388  -0.718
C 16.265 13.188 -4.257  -0.610
C 16.182 12.319 -3.004  -0.589
H 15.956 10.126 -5.776  0.421
H 17.422 11.001 -5.745  0.409
H 15.796 12.801 -6.360  0.391
H 14.637 12.178 -5.207  0.300
H 15.717 14.126 -4.209  0.371
H 17.332 13.390 -4.411  0.340
H 15.096 12.288 -2.851  0.337
H 16.766 12.477 -2.105  0.213
O 13.213 11.446 6.972  -0.642
S 13.541 12.814 6.666  1.271
O 12.488 13.804 6.669  -0.729
C 14.872 13.297 7.784  -0.803
C 15.962 13.863 6.871  -0.805
C 15.932 13.019 5.588  -0.171
C 14.474 12.990 5.145  0.074
H 15.131 12.379 8.306  0.383
H 14.507 14.036 8.493  0.416
H 15.796 14.917 6.643  0.294
H 16.916 13.791 7.394  0.399
H 16.472 12.090 5.735  0.069
H 16.463 13.573 4.818  0.142
H 14.245 12.208 4.423  -0.243
H 14.198 13.932 4.673  0.334
O 14.690 14.729 0.925  -0.854
S 16.038 14.381 0.559  1.090
O 16.493 13.013 0.450  -0.898
C 16.456 15.262 -0.955  -0.692
C 16.725 16.675 -0.489  -0.863
C 17.683 16.508 0.712  -0.698
C 17.214 15.307 1.543  0.047
H 15.699 15.082 -1.717  0.576
H 17.406 14.886 -1.350  0.241
H 17.181 17.325 -1.234  0.375
H 15.829 17.199 -0.144  0.341
H 17.688 17.401 1.332  0.410
H 18.700 16.313 0.368  0.224
H 16.674 15.613 2.441  0.459
H 17.996 14.614 1.836  -0.380
O 17.163 9.451 4.488  -0.319
S 17.095 8.227 5.204  1.051
O 18.263 7.578 5.661  -0.677
O 16.057 8.352 6.404  -0.420
C 14.692 8.159 5.943  -0.164
C 14.803 7.569 4.506  0.428
O 16.193 7.184 4.432  -0.143
H 14.296 7.372 6.579  0.314
H 14.169 9.106 6.034  0.137
H 14.552 8.232 3.683  -0.374
H 14.226 6.651 4.449  0.160
O 12.557 9.860 3.785  -0.157
S 11.479 10.690 3.413  0.768
O 10.141 10.285 3.655  -0.644
O 11.690 12.169 3.957  -0.218
C 10.996 13.089 3.123  -0.428
C 11.297 12.528 1.711  -0.225
O 11.654 11.147 1.886  -0.167
H 9.933 12.955 3.317  0.298
H 11.417 14.083 3.191  0.355
H 12.173 12.978 1.243  0.039
H 10.488 12.607 0.985  0.304
O 19.665 12.660 2.782  -0.390
S 20.477 13.342 1.843  0.880
O 20.699 14.734 1.947  -0.573
O 21.806 12.539 1.566  -0.431
C 21.551 11.422 0.694  -0.242
C 20.419 11.891 -0.228  0.209
O 19.829 13.034 0.398  -0.116
H 22.515 11.272 0.216  0.269
H 21.323 10.462 1.156  0.264
H 19.621 11.148 -0.296  -0.134
H 20.759 12.077 -1.246  0.283
O 12.289 7.766 2.065  -0.031
S 11.709 6.552 2.481  0.893
O 11.338 6.348 3.827  -0.699
O 10.509 6.143 1.532  -0.312
C 10.500 4.689 1.442  -0.640
C 11.953 4.428 1.146  -0.126
O 12.652 5.306 2.030  -0.197
H 10.144 4.334 2.412  0.344
H 9.777 4.443 0.671  0.300
H 12.207 4.709 0.122  0.111
H 12.212 3.381 1.300  0.422
O 19.298 4.788 -3.851  -0.570
S 18.030 4.530 -3.280  1.218
O 17.838 3.336 -2.555  -0.574
O 17.425 5.779 -2.432  -0.146
C 16.883 6.724 -3.351  0.067
C 16.237 5.912 -4.460  -0.217
O 16.860 4.635 -4.392  -0.446
H 16.174 7.401 -2.880  -0.105
H 17.730 7.324 -3.705  0.098
H 16.381 6.454 -5.398  0.342
H 15.168 5.757 -4.321  0.264
O 21.900 5.924 -1.468  -0.562
C 20.838 6.730 -0.956  0.031
C 20.780 8.061 -1.651  0.132
O 21.868 8.910 -1.301  -0.464
H 22.631 5.903 -0.846  0.343
H 19.927 6.178 -1.179  -0.199
H 20.930 6.930 0.114  0.339
H 19.878 8.573 -1.298  -0.073
H 20.642 7.995 -2.734  0.225
H 22.669 8.421 -1.528  0.278
O 10.960 8.426 -2.287  -0.637
C 11.524 8.040 -1.033  -0.465
C 12.970 7.670 -1.182  0.915
O 13.169 6.391 -1.820  -0.706
H 11.046 7.662 -2.869  0.358
H 11.380 8.911 -0.392  -0.071
H 10.946 7.258 -0.534  0.384
H 13.452 7.665 -0.199  -0.381
H 13.483 8.426 -1.792  0.257
H 13.928 6.004 -1.353  0.465
O 15.134 10.677 0.080  0.135
C 15.462 9.767 1.116  0.848
C 16.955 9.599 1.214  0.863
O 17.431 8.817 0.099  0.105
H 15.430 11.575 0.278  0.322
H 15.105 10.190 2.069  -0.372
H 14.953 8.817 0.963  -0.619
H 17.250 8.986 2.068  -0.326
H 17.461 10.563 1.354  -0.378
H 17.020 9.139 -0.720  -0.144

Computed properties:
SMILES string: O=S1(=O)CCCC1.O=S1(=O)CCCC1.O=S1(=O)CCCC1.O=S1(=O)CCCC1.O=S1(=O)OCCO1.O=S1(=O)OCCO1.O=S1(=O)OCCO1.O=S1(=O)OCCO1.O=S1(=O)OCCO1.OCCO.OCCO.OCCO
LUMO energy, eV: -0.04
Frontier orbital gap, eV: 9.50
Total charge: 0

Which of these has the lowest frontier orbital gap? H11N5Si2